C10H27Cl2N2O2P2Ti as an isolated structure in a non-equilibrium geometry. Source: the OMol25 dataset; level of theory: wB97M-V/def2-TZVPD.

HOMO = -19.53 eV
LUMO level = -12.54 eV
HOMO-LUMO gap = 6.988 eV
Charge = +3
Energy = -84596.8051 eV
F_max = 6.24 eV/A

Each line ends with the Mulliken charge.
Element x y z (Å)
C -0.78 0.09 -3.64  -0.9291
C -0.56 -0.11 -2.22  0.7453
H -1.85 0.15 -3.91  0.3871
H -0.28 -0.73 -4.20  0.3648
H -0.26 1.04 -3.91  0.3312
O -1.03 -0.72 -1.26  -0.3856
Cl 1.75 -0.23 -2.18  -0.1122
Ti 0.69 0.02 0.11  -0.3615
P 0.91 -2.50 -0.25  1.2950
C -0.27 -3.34 0.84  -1.2272
C 0.63 -3.31 -1.85  -1.1645
H 0.85 -4.37 -1.70  0.5030
H 2.54 -4.20 -0.01  0.4703
H 1.29 -2.89 -2.62  0.3849
H 3.32 -2.62 -0.39  0.3684
H -1.29 -3.07 0.55  0.3041
H -0.42 -3.19 -2.17  0.3668
C 2.55 -3.13 0.21  -1.1384
H -0.11 -4.43 0.71  0.4623
H 2.73 -2.94 1.27  0.4039
H -0.09 -3.05 1.88  0.3716
P 0.58 2.48 -0.48  1.3549
C -0.51 3.43 0.63  -1.3047
C 2.20 3.29 -0.16  -1.2869
H 0.88 2.84 -2.86  0.3594
H 0.22 4.28 -2.01  0.5094
H -0.85 2.89 -2.39  0.3890
C 0.17 3.19 -2.10  -1.2087
H 2.99 2.76 -0.69  0.3961
H 2.15 4.33 -0.50  0.4372
H -0.44 4.50 0.37  0.4448
H -0.22 3.29 1.68  0.3782
H 2.42 3.26 0.92  0.4096
H -1.55 3.09 0.50  0.3859
Cl 2.62 0.30 1.30  -0.2777
C -3.32 -0.79 2.17  -0.6729
N -2.35 -0.05 3.01  -0.2606
C -1.10 0.24 2.66  0.7383
N -0.27 0.83 3.56  -0.3208
O -0.67 -0.02 1.47  -0.3428
H -2.95 -0.83 1.14  0.1580
H -4.30 -0.27 2.21  0.3178
H -3.45 -1.82 2.56  0.3262
H -2.63 0.16 3.97  0.2423
H 0.65 1.12 3.26  0.1544
H -0.58 0.97 4.52  0.2335



A 10-piece molecular cluster, C41H96F5N3O12PS overall in a non-equilibrium geometry. Source: the OMol25 dataset; level of theory: wB97M-V/def2-TZVPD.

HOMO = -10.79 eV
LUMO level = -3.39 eV
HOMO-LUMO gap = 7.397 eV
Charge = +1
Energy = -106818.0811 eV
F_max = 2.32 eV/A

Each line ends with the Mulliken charge.
Element x y z (Å)
C 1.04 3.55 4.29  -1.1464
C 1.00 3.17 2.84  0.5685
C 2.27 3.24 2.05  -1.2744
N -0.14 2.82 2.37  -1.2669
N -0.10 2.30 1.08  1.6839
C -0.29 2.94 -0.03  -1.0577
C -0.63 4.37 -0.03  -1.5159
C -2.14 4.68 -0.25  -0.8606
C -3.14 3.66 0.31  0.1339
C -3.52 3.89 1.78  0.2955
C -4.84 3.18 2.15  -0.2574
N -4.74 1.74 2.42  -0.4847
C -0.09 1.98 -1.18  0.9077
S -1.20 2.11 -2.59  1.3894
O -1.42 3.50 -2.86  -0.6979
O -2.31 1.24 -2.36  -0.4314
C -0.21 1.51 -4.06  0.6569
F 1.05 1.98 -3.96  -0.2605
F -0.81 2.06 -5.12  -0.2340
C -0.16 -0.02 -4.26  0.6057
F -1.36 -0.58 -4.28  -0.2195
F 0.59 -0.58 -3.30  -0.1115
F 0.44 -0.26 -5.42  -0.2624
C 0.12 0.57 -0.57  0.0604
C 0.07 0.85 0.93  -0.0423
P 1.15 -0.14 2.02  0.4312
O 2.49 -0.45 1.47  -0.5544
H 1.25 2.67 4.90  0.2111
H 1.86 4.24 4.46  0.4399
H 0.12 4.05 4.59  0.4050
H 2.55 2.24 1.67  0.2608
H 3.08 3.64 2.64  0.4800
H 2.14 3.88 1.17  0.2604
H -0.08 4.86 -0.84  0.4937
H -0.28 4.85 0.89  0.4169
H -2.32 5.62 0.27  0.4902
H -2.35 4.88 -1.29  0.4022
H -4.06 3.78 -0.26  0.5318
H -2.84 2.61 0.15  -0.1992
H -2.76 3.47 2.45  0.0366
H -3.68 4.96 1.94  -0.2833
H -5.28 3.67 3.02  -0.0640
H -5.56 3.28 1.34  0.3289
H -4.17 1.58 3.24  0.2527
H -4.31 1.27 1.64  0.0734
H 0.90 2.26 -1.58  0.5017
H 1.09 0.20 -0.90  0.1992
H -0.64 -0.16 -0.86  -0.4044
H -0.92 0.46 1.25  0.1364
H 1.15 0.45 3.29  0.0356
H 0.35 -1.29 2.17  0.0187
C -4.98 9.78 1.28  -1.4760
C -4.25 8.47 1.55  0.6091
C -4.12 8.21 3.05  -1.1084
O -2.96 8.49 0.94  -0.5459
H -4.43 10.62 1.70  0.3531
H -5.07 9.95 0.20  0.3691
H -5.98 9.77 1.71  0.3748
H -4.79 7.65 1.09  0.2252
H -3.55 9.01 3.52  0.4001
H -3.60 7.27 3.23  0.2268
H -5.10 8.16 3.53  0.2651
H -2.46 9.21 1.32  0.3346
C -7.49 6.39 6.16  -1.3572
C -7.30 5.32 5.10  0.3883
C -7.43 3.92 5.68  -1.2822
O -6.03 5.47 4.45  -0.4219
H -6.72 6.29 6.93  0.3636
H -7.39 7.38 5.72  0.3172
H -8.46 6.31 6.63  0.4021
H -8.04 5.45 4.31  0.2309
H -6.67 3.75 6.44  0.3235
H -7.30 3.16 4.90  0.3084
H -8.41 3.77 6.14  0.4151
H -5.35 5.35 5.13  0.2782
C 4.08 -1.87 -1.63  -1.2467
C 3.79 -3.12 -2.43  0.4828
C 4.44 -3.08 -3.80  -1.1196
O 2.37 -3.30 -2.56  -0.4777
H 3.69 -0.99 -2.15  0.1575
H 3.61 -1.91 -0.65  0.3093
H 5.16 -1.73 -1.49  0.4344
H 4.14 -4.00 -1.89  0.2902
H 4.05 -2.23 -4.38  0.3577
H 4.22 -3.98 -4.37  0.1447
H 5.52 -2.98 -3.72  0.3870
H 2.04 -2.53 -3.04  0.2087
C 4.94 -7.27 -5.16  -1.2204
C 6.37 -6.77 -5.03  0.3239
C 7.32 -7.89 -4.63  -1.1593
O 6.45 -5.71 -4.06  -0.4456
H 4.59 -7.66 -4.20  0.2912
H 4.27 -6.45 -5.44  0.2819
H 4.85 -8.05 -5.90  0.3834
H 6.69 -6.33 -5.97  0.2717
H 7.03 -8.29 -3.66  0.3401
H 8.34 -7.51 -4.54  0.1929
H 7.31 -8.70 -5.36  0.4175
H 6.16 -6.08 -3.22  0.3122
C -5.26 -0.36 -2.49  -1.0147
C -5.51 -0.24 -0.99  1.0930
C -6.99 -0.39 -0.64  -1.5639
O -5.02 1.02 -0.52  -0.1691
H -5.79 0.42 -3.03  0.4356
H -4.20 -0.25 -2.69  0.0045
H -5.59 -1.33 -2.87  0.3633
H -4.94 -1.00 -0.46  -0.5843
H -7.57 0.39 -1.13  0.3601
H -7.14 -0.30 0.43  0.3703
H -7.37 -1.36 -0.97  0.4113
H -5.51 1.71 -0.97  0.2108
C 0.53 -9.87 -6.67  -1.3481
C 1.24 -8.56 -6.33  0.4530
C 0.55 -7.38 -7.00  -1.2641
O 2.61 -8.62 -6.72  -0.4469
H 0.56 -10.05 -7.75  0.3565
H 1.03 -10.71 -6.18  0.3274
H -0.51 -9.85 -6.35  0.3777
H 1.24 -8.42 -5.25  0.2436
H 0.58 -7.48 -8.08  0.3426
H 1.07 -6.45 -6.74  0.2947
H -0.49 -7.29 -6.68  0.3721
H 2.64 -8.75 -7.67  0.3068
C 10.53 -5.53 -0.44  -1.2484
C 10.24 -6.80 -1.22  0.3755
C 10.92 -6.79 -2.58  -1.2041
O 8.83 -6.98 -1.37  -0.5025
H 10.15 -4.66 -0.98  0.3043
H 10.04 -5.55 0.53  0.3174
H 11.61 -5.40 -0.29  0.3763
H 10.58 -7.66 -0.65  0.3140
H 10.55 -5.95 -3.18  0.2874
H 10.70 -7.71 -3.12  0.2797
H 12.00 -6.69 -2.49  0.4118
H 8.49 -6.23 -1.88  0.2974
C -3.77 -3.50 -0.31  -1.5512
C -2.68 -2.57 -0.82  1.6759
C -1.71 -3.29 -1.75  -1.2640
O -1.97 -1.99 0.28  -0.3826
H -3.33 -4.32 0.25  0.4376
H -4.45 -2.97 0.35  0.4286
H -4.35 -3.92 -1.14  0.3553
H -3.14 -1.73 -1.35  -0.8368
H -1.21 -4.10 -1.23  0.3850
H -0.94 -2.61 -2.11  0.0871
H -2.23 -3.70 -2.62  0.4003
H -1.56 -2.72 0.77  0.3115
C 1.48 5.06 9.02  -1.3716
C 1.80 3.78 8.27  0.6018
C 2.40 2.73 9.19  -1.3657
O 2.70 4.06 7.18  -0.5211
H 2.39 5.49 9.45  0.3531
H 1.06 5.81 8.35  0.3262
H 0.77 4.88 9.83  0.3790
H 0.89 3.40 7.80  0.2265
H 3.33 3.09 9.62  0.3584
H 2.62 1.82 8.63  0.3332
H 1.71 2.48 10.00  0.3746
H 3.51 4.40 7.56  0.3275



C16H47NO19SZn as an isolated structure in a non-equilibrium geometry. Source: the OMol25 dataset; level of theory: wB97M-V/def2-TZVPD.

HOMO = -9.38 eV
LUMO level = -5.87 eV
HOMO-LUMO gap = 3.509 eV
Energy = -116987.6599 eV
F_max = 4.25 eV/A

Each line ends with the Mulliken charge.
Element x y z (Å)
Zn 1.22 -3.91 1.61  0.7067
S 0.26 -0.82 -0.71  1.2633
O -0.96 -0.08 -0.51  -0.5340
O 0.97 -0.94 0.59  -0.4114
O 0.01 -2.27 -0.79  -0.4708
O 1.08 -0.36 -1.80  -0.5848
C -6.64 -4.44 -1.03  -0.3485
C -5.36 -3.67 -1.21  -0.3467
O -4.36 -4.50 -1.63  -0.5310
O -6.49 -5.34 0.04  -0.5314
H -6.86 -5.14 -1.84  0.2396
H -7.50 -3.80 -0.82  0.2991
H -4.82 -3.19 -0.40  0.3047
H -5.48 -2.86 -1.93  0.2773
H -3.56 -4.05 -1.36  0.3231
H -5.61 -5.70 -0.09  0.3139
C 5.70 1.86 -0.07  -0.1985
C 4.61 2.78 0.62  -0.6683
O 4.02 2.19 1.82  -0.4441
O 5.06 0.73 -0.66  -0.4680
H 6.44 1.57 0.68  0.2629
H 6.19 2.49 -0.82  0.2531
H 3.80 3.16 -0.01  0.3716
H 5.11 3.70 0.93  0.3278
H 3.44 1.49 1.53  0.2780
H 4.13 0.90 -0.84  0.2887
C -5.65 1.71 2.79  -0.4392
C -5.70 3.01 1.90  -0.2123
O -5.29 2.66 0.64  -0.4754
O -4.27 1.40 2.95  -0.4903
H -6.23 0.93 2.31  0.2341
H -6.26 1.75 3.70  0.3632
H -5.04 3.80 2.26  0.1721
H -6.69 3.47 1.92  0.3098
H -4.45 2.19 0.67  0.2567
H -3.88 0.99 2.17  0.2809
C 2.27 -4.21 -5.45  -0.3631
C 1.11 -5.08 -6.00  -0.2990
O 1.38 -5.37 -7.38  -0.5456
O 2.13 -2.82 -5.80  -0.5027
H 3.23 -4.56 -5.84  0.2354
H 2.41 -4.14 -4.37  0.3267
H 0.15 -4.56 -6.06  0.2478
H 1.02 -6.00 -5.42  0.2924
H 1.34 -4.55 -7.89  0.3072
H 1.89 -2.39 -4.97  0.3019
C 5.09 -3.15 3.03  -0.2669
C 5.45 -3.96 1.88  -0.4989
O 4.50 -3.64 0.83  -0.4504
O 3.80 -3.36 3.56  -0.4975
H 4.99 -2.11 2.73  0.2428
H 5.81 -3.23 3.84  0.3099
H 5.32 -4.99 2.22  0.2732
H 6.48 -3.77 1.58  0.3002
H 4.80 -2.81 0.46  0.2764
H 3.70 -2.56 4.08  0.3310
C -2.33 0.79 -6.04  -0.4597
C -1.32 1.89 -6.22  -0.3000
O -0.84 2.31 -4.96  -0.5084
O -3.34 1.23 -5.18  -0.4974
H -1.84 -0.07 -5.57  0.2409
H -2.73 0.38 -6.96  0.3449
H -1.90 2.69 -6.68  0.2542
H -0.48 1.60 -6.85  0.2906
H -0.41 1.58 -4.50  0.2899
H -2.85 1.52 -4.40  0.3481
C 1.02 1.68 6.92  -0.3276
C 2.34 2.29 7.37  -0.5114
O 2.75 3.34 6.54  -0.5067
O 1.26 0.80 5.79  -0.4809
H 0.32 2.48 6.70  0.2889
H 0.73 1.02 7.75  0.3095
H 3.08 1.51 7.51  0.2961
H 2.23 2.78 8.34  0.3349
H 2.79 2.98 5.66  0.3181
H 0.43 0.33 5.62  0.2772
O -0.86 7.35 0.31  -0.6420
C -0.73 6.25 0.80  0.6901
N -0.69 5.17 0.09  -0.3247
C -0.67 6.08 2.34  -0.9424
H -1.07 5.20 -0.84  0.2244
H -0.70 4.31 0.62  0.1877
H -0.56 7.04 2.84  0.2793
H 0.14 5.40 2.60  0.2871
H -1.56 5.64 2.77  0.2465



C4H7NO as an isolated structure. Source: the OMol25 dataset; level of theory: wB97M-V/def2-TZVPD.

HOMO = -8.59 eV
LUMO level = 0.87 eV
Relative energy (zero: lowest compared OMol25 entry of this formula, charge and spin) = 6.242 eV
HOMO-LUMO gap = 9.460 eV
Energy = -7793.4025 eV
F_max = 0.47 eV/A

Each line ends with the Mulliken charge.
Element x y z (Å)
O -1.47 -1.31 1.22  -0.5693
C -0.97 0.13 0.05  -0.1273
C 0.00 1.05 0.77  -0.7460
C 0.91 0.82 -0.44  0.0652
N 1.36 -0.55 -0.33  -0.5293
C 0.03 -0.30 -0.94  -0.5920
H -1.13 -2.05 0.70  0.3229
H -1.99 -0.63 0.52  0.5625
H 0.43 0.67 1.70  0.2662
H -0.39 2.06 0.90  0.2678
H 1.42 1.56 -1.05  0.4137
H 1.99 -0.74 -1.12  0.2556
H -0.17 -0.63 -1.95  0.4101



C24H34AuBGeN4S2SiTe as an isolated structure. Source: the OMol25 dataset; level of theory: wB97M-V/def2-TZVPD.

HOMO = -7.13 eV
LUMO level = -0.80 eV
Relative energy (zero: lowest compared OMol25 entry of this formula, charge and spin) = 0.000 eV
HOMO-LUMO gap = 6.329 eV
Energy = -129128.8709 eV
F_max = 0.41 eV/A

Each line ends with the Mulliken charge.
Element x y z (Å)
Au -0.35 -0.53 -1.89  0.3770
C -3.21 1.15 -3.50  -0.8450
N -1.92 1.80 -3.39  0.3979
C -0.78 1.43 -4.08  -1.0008
C 0.18 2.30 -3.73  -0.4026
N -0.35 3.21 -2.83  0.5244
B 0.38 4.52 -2.48  0.2080
N 0.56 4.77 -0.91  0.3116
C 0.21 5.96 -0.33  -0.6766
C 0.68 5.97 0.95  -0.4250
N 1.32 4.77 1.14  0.2786
C 2.04 4.39 2.35  -0.6758
C 1.22 4.06 0.00  0.0450
S 1.80 2.42 -0.23  -0.2926
C -1.66 2.88 -2.61  -0.4356
S -2.72 3.55 -1.48  -0.3273
H -3.40 0.91 -4.55  0.3413
H -3.97 1.83 -3.13  0.3224
H -3.23 0.23 -2.92  0.1871
H -0.77 0.59 -4.76  0.5572
H 1.21 2.37 -4.04  0.4974
H -0.24 5.47 -2.87  -0.1769
H 1.49 4.45 -2.94  -0.1882
H -0.36 6.69 -0.87  0.4855
H 0.62 6.71 1.72  0.4817
H 1.52 4.81 3.21  0.3682
H 3.06 4.76 2.31  0.3021
H 2.05 3.30 2.43  0.0245
Te -0.39 1.43 0.01  -0.0031
Ge -0.37 -2.93 -2.13  0.3095
C -1.73 -3.60 -0.85  0.0258
C -2.76 -2.78 -0.40  -0.1986
C -3.70 -3.24 0.52  -0.7493
C -3.61 -4.54 1.00  -0.3879
C -2.59 -5.37 0.56  -0.6815
C -1.66 -4.90 -0.36  -0.1322
C 1.34 -3.66 -1.48  -0.1661
C 2.38 -3.94 -2.37  -0.6270
C 3.61 -4.38 -1.91  -0.5367
C 3.83 -4.54 -0.55  -0.3755
C 2.81 -4.27 0.35  -0.7589
C 1.58 -3.83 -0.12  0.1784
H -0.62 -3.59 -3.50  -0.1314
H -2.83 -1.76 -0.77  0.2721
H -4.49 -2.58 0.85  0.3982
H -4.34 -4.90 1.72  0.3916
H -2.52 -6.38 0.94  0.3784
H -0.87 -5.57 -0.68  0.4056
H 2.22 -3.83 -3.44  0.3104
H 4.40 -4.60 -2.62  0.3835
H 4.79 -4.89 -0.19  0.3795
H 2.97 -4.40 1.41  0.3805
H 0.79 -3.62 0.59  0.5429
C 2.20 0.26 3.56  -0.9690
Si 0.37 0.18 3.17  0.4086
C -0.42 -1.24 4.10  -1.0770
C -0.46 1.79 3.64  -0.8837
C 0.17 -0.18 1.33  -0.4571
H 2.38 0.27 4.64  0.3380
H 2.67 1.15 3.14  0.2434
H 2.73 -0.61 3.14  0.3332
H -0.28 -1.13 5.18  0.3139
H 0.01 -2.19 3.80  0.3087
H -1.50 -1.28 3.90  0.3209
H -0.31 2.00 4.70  0.3110
H -1.53 1.76 3.45  0.3237
H -0.07 2.64 3.07  0.1463
H -0.62 -0.91 1.13  0.0127
H 1.08 -0.61 0.90  0.4550



A 2-piece molecular cluster, C5H11O2 overall in a non-equilibrium geometry. Source: the OMol25 dataset; level of theory: wB97M-V/def2-TZVPD.

HOMO = -4.02 eV
LUMO level = 4.31 eV
Relative energy (zero: lowest compared OMol25 entry of this formula, charge and spin) = 1.309 eV
HOMO-LUMO gap = 8.329 eV
Charge = -1
Energy = -9458.7203 eV
F_max = 3.89 eV/A

Each line ends with the Mulliken charge.
Element x y z (Å)
C 2.76 -0.59 -1.70  -1.0075
C 1.43 -0.50 -0.95  0.6768
O 0.41 -0.94 -1.48  -0.7355
O 1.54 0.12 0.12  -0.6692
H 3.56 -0.19 -1.00  0.2720
H 2.59 -0.26 -2.67  0.2520
H 3.23 -1.61 -1.89  0.2263
C -1.32 0.82 1.30  -0.3007
C -1.78 1.10 -0.21  -0.9346
C -1.11 -0.68 1.63  -0.9368
H -0.30 1.35 1.65  0.2117
H -2.17 1.26 1.80  0.4178
H -2.71 0.52 -0.22  0.2891
H -1.09 0.54 -0.92  0.2096
H -0.49 -1.27 0.94  0.2167
H -0.71 -0.59 2.67  0.2088
H -1.84 2.20 -0.53  0.2328
H -2.01 -1.28 1.47  0.3709



C26H31FHfN2O as an isolated structure in a non-equilibrium geometry. Source: the OMol25 dataset; level of theory: wB97M-V/def2-TZVPD.

HOMO = -14.14 eV
LUMO level = -6.46 eV
HOMO-LUMO gap = 7.683 eV
Charge = +2
Energy = -36503.8230 eV
F_max = 1.49 eV/A

Each line ends with the Mulliken charge.
Element x y z (Å)
Hf 0.86 0.39 0.90  0.3589
C 3.04 1.43 2.32  -1.0915
C 2.70 0.21 3.22  -0.3311
C 2.74 -1.15 2.48  -1.0368
C 1.47 0.53 4.06  0.9652
C 1.68 1.19 5.26  -1.0952
C 0.61 1.61 6.04  -1.5305
C -0.69 1.39 5.61  -0.4485
C -0.96 0.74 4.41  -0.0713
C -2.39 0.58 3.93  0.9554
C -3.29 -0.08 4.98  -1.5234
C -2.96 1.94 3.51  -1.4541
C 0.14 0.29 3.66  0.3369
N -0.10 -0.40 2.41  1.6807
C -0.54 -1.74 2.37  0.5588
C -0.85 -2.55 3.44  -0.8039
C -1.28 -3.86 3.22  -1.0709
C -1.39 -4.37 1.93  -0.5663
C -1.04 -3.58 0.84  -0.9955
C -0.64 -2.31 1.12  0.8574
F -0.18 -1.46 0.06  -0.4024
H 3.86 1.25 1.63  0.4350
H 3.27 2.29 2.94  0.5290
H 2.18 1.82 1.74  0.3431
H 3.53 0.15 3.91  0.7327
H 2.19 -1.19 1.53  0.1954
H 2.32 -1.93 3.10  0.3716
H 3.76 -1.41 2.22  0.4461
H 2.70 1.38 5.60  0.4911
H 0.79 2.11 6.98  0.4197
H -1.52 1.74 6.22  0.4358
H -2.38 -0.05 3.04  0.0855
H -3.38 0.53 5.87  0.3465
H -2.91 -1.06 5.28  0.3114
H -4.29 -0.22 4.58  0.4519
H -3.07 2.60 4.38  0.3739
H -3.94 1.82 3.06  0.4246
H -2.31 2.44 2.79  0.3203
H -0.77 -2.15 4.45  0.6777
H -1.53 -4.48 4.07  0.4654
H -1.73 -5.38 1.77  0.4487
H -1.09 -3.94 -0.18  0.5376
C -2.12 3.60 -1.36  -0.4521
C -2.62 2.36 -0.95  -0.8077
C -1.80 1.48 -0.28  -0.1639
C -0.46 1.80 0.00  0.9210
C 0.02 3.05 -0.43  -0.6568
C -0.80 3.95 -1.10  -0.6791
H -2.76 4.29 -1.88  0.4124
H -3.65 2.10 -1.15  0.4397
H -2.21 0.53 0.05  0.2866
H 1.05 3.35 -0.24  0.2887
H -0.42 4.91 -1.42  0.4322
C 3.72 0.97 -2.33  -1.2471
C 3.10 -0.17 -1.61  0.6651
N 3.30 -1.40 -2.02  -0.3057
O 2.36 0.04 -0.59  -0.8487
H 4.76 0.75 -2.59  0.4490
H 3.68 1.87 -1.72  0.2953
H 3.17 1.14 -3.25  0.3612
H 3.88 -1.58 -2.83  0.2490
H 2.85 -2.18 -1.58  0.2262